Density functional theory data (wB97M-V/def2-TZVPD) for C20H55AgN7O11 as an isolated structure.

Calculated values
charge	0
⟨S²⟩	0.757
multiplicity	2
relative energy (zero: lowest compared OMol25 entry of this formula, charge and spin)	0.0	kcal/mol

Last column: Mulliken charge in e.
Positions of all 94 atoms, in Å:
Ag  1.534  3.195  -1.327  0.4213
N  0.723  0.492  -0.235  0.8614
O  0.659  -0.708  0.009  -0.5557
O  0.602  1.376  0.663  -0.7737
O  0.876  0.906  -1.439  -0.3691
N  2.349  4.580  1.686  0.9719
O  2.484  3.801  0.716  -0.5374
O  1.289  4.651  2.360  -0.5328
O  3.252  5.334  1.989  -0.5640
C  1.617  -3.275  -1.357  -1.2046
C  2.718  -4.320  -1.522  0.8752
C  2.507  -5.489  -0.605  -0.8695
O  2.836  -5.189  0.731  -0.2207
C  3.078  -6.330  1.492  -0.8489
N  2.876  -4.729  -2.924  -0.7440
H  1.744  -2.449  -2.048  0.2682
H  1.565  -3.011  -0.302  0.1342
H  0.621  -3.729  -1.474  0.2922
H  3.612  -3.744  -1.232  0.1268
H  3.113  -6.327  -0.992  0.4134
H  1.478  -5.877  -0.687  0.3470
H  4.123  -6.672  1.497  0.3201
H  2.434  -7.173  1.219  0.3717
H  2.887  -6.110  2.548  0.2238
H  2.678  -3.940  -3.526  0.2396
H  3.832  -5.016  -3.095  0.2631
C  -2.087  0.734  3.331  -1.1890
C  -1.938  2.265  3.257  0.3710
C  -2.566  2.941  4.459  -0.9714
O  -2.372  4.320  4.344  -0.2479
C  -3.396  5.067  4.943  -0.7722
N  -0.502  2.500  3.328  0.2254
H  -3.124  0.436  3.115  0.4633
H  -1.867  0.349  4.322  0.2955
H  -1.563  0.276  2.491  0.2853
H  -2.426  2.602  2.348  0.3538
H  -2.260  2.524  5.428  0.3651
H  -3.643  2.706  4.415  0.4222
H  -3.412  6.069  4.530  0.2443
H  -3.240  5.126  6.033  0.3030
H  -4.392  4.606  4.889  0.3202
H  -0.024  2.040  2.523  0.2047
H  -0.073  2.027  4.149  0.3006
C  1.798  1.107  -4.308  -1.4236
C  1.400  2.519  -4.698  0.5307
C  0.459  2.528  -5.889  -1.0138
O  -0.807  2.102  -5.467  -0.1686
C  -1.726  1.856  -6.517  -0.7349
N  0.773  3.230  -3.557  -0.4165
H  2.497  1.211  -3.470  0.2729
H  2.366  0.617  -5.100  0.5377
H  0.995  0.472  -3.947  0.1414
H  2.294  3.033  -5.057  0.3988
H  0.860  1.912  -6.710  0.4618
H  0.357  3.533  -6.341  0.3982
H  -1.206  1.344  -7.334  0.3440
H  -2.211  2.777  -6.875  0.2925
H  -2.546  1.259  -6.118  0.1055
H  0.591  4.171  -3.941  0.2796
H  -0.227  2.956  -3.546  0.1427
C  0.320  -1.634  5.619  -1.4979
C  1.343  -0.558  5.352  0.3881
C  1.941  -0.592  3.970  -0.3636
O  2.700  -1.768  3.816  -0.4134
C  3.208  -1.877  2.509  -0.2359
N  0.751  0.777  5.587  -0.6036
H  0.789  -2.613  5.491  0.3801
H  -0.491  -1.649  4.881  0.2637
H  -0.175  -1.581  6.590  0.3799
H  2.238  -0.726  5.974  0.2575
H  2.572  0.294  3.779  0.4013
H  1.193  -0.610  3.159  0.0525
H  3.561  -2.885  2.313  0.1682
H  4.034  -1.158  2.411  0.3263
H  2.458  -1.633  1.747  -0.0642
H  1.487  1.498  5.587  0.3009
H  0.516  0.853  6.582  0.2360
C  -4.348  0.820  -2.648  -1.5380
C  -2.946  0.396  -2.174  0.6508
C  -2.353  -0.889  -2.677  -0.2919
O  -3.299  -1.915  -2.520  -0.3754
C  -3.376  -2.842  -3.558  -0.7133
N  -2.024  1.573  -2.338  -0.3740
H  -4.417  0.656  -3.727  0.2641
H  -4.576  1.841  -2.364  0.4098
H  -5.086  0.155  -2.187  0.3600
H  -3.037  0.220  -1.084  0.0455
H  -1.411  -1.051  -2.138  0.1160
H  -2.154  -0.814  -3.761  0.3460
H  -4.160  -3.546  -3.294  0.2830
H  -2.397  -3.272  -3.767  0.2923
H  -3.768  -2.368  -4.473  0.2853
H  -2.282  2.237  -1.622  0.2236
H  -1.082  1.198  -2.209  0.0082